Entry 1:
ORCA calculation (the ωB97M-V functional and the def2-TZVPD basis) on a molecular structure, C18H45BrCuN5O2P2Se.

## Properties
- total charge = +1
- E (Ha) = -8435.69600
- strongest force on any atom (eV/A) = 0.57
- energy above the lowest of the compared OMol25 structures with the same formula, charge and spin (eV) = 0.537
- spin multiplicity = 2
- HOMO-LUMO gap (spin up / spin down) (Eh) = 0.2930 / 0.2504
- LUMO level (spin up / spin down) (eV) = -2.24 / -3.44

```
75
C18H45BrCuN5O2P2Se (the ωB97M-V functional and the def2-TZVPD basis)
Br 1.005 -2.389 -0.510
Se 0.674 1.422 4.567
Cu 0.031 -0.386 0.348
P -2.013 -1.544 0.672
P 3.764 -0.128 0.912
O 4.329 0.189 -0.434
O 2.352 0.117 1.337
N 0.489 0.841 -1.247
N 3.690 1.452 3.109
N 0.400 2.499 -2.885
N -0.319 0.820 1.851
N 4.208 -2.455 -0.295
C -3.919 -2.946 -0.937
C -1.692 -2.903 1.889
C 4.171 -1.929 1.102
C -2.492 -2.401 -0.899
C -3.492 -0.623 1.260
C 2.840 2.037 -3.185
C 4.710 0.789 2.233
C -2.926 -3.520 2.551
C 1.421 1.855 -3.707
C -0.999 2.686 -0.882
C -3.345 -0.033 2.664
C -0.674 -2.481 2.950
C 0.023 1.960 -1.708
C 0.736 4.907 -3.404
C -2.204 -1.580 -2.160
C -3.909 0.479 0.277
C -0.202 3.711 -3.442
C 0.084 1.046 2.919
H 3.233 -2.706 -0.563
H -3.030 -0.907 -2.394
H 3.003 1.560 -2.220
H -3.682 -3.848 1.842
H -0.736 3.736 -0.764
H 2.746 1.164 2.736
H -2.094 -2.256 -3.009
H -1.054 2.220 0.097
H -1.982 2.636 -1.353
H 1.630 4.732 -4.000
H 5.337 1.547 1.770
H 0.245 -2.096 2.506
H -3.397 -2.828 3.248
H -4.656 -2.144 -0.878
H 3.739 2.470 3.094
H 0.239 5.790 -3.803
H 1.173 0.795 -3.825
H 1.165 0.400 -1.862
H -2.610 0.768 2.675
H 5.339 0.147 2.847
H -2.618 -4.395 3.127
H -3.632 0.273 -0.754
H -4.276 -1.387 1.298
H -0.417 -3.346 3.565
H -4.306 0.380 2.975
H -1.218 -3.669 1.262
H -3.444 1.423 0.560
H -1.071 -1.711 3.613
H -0.494 3.490 -4.472
H -1.290 -0.992 -2.082
H 1.047 5.122 -2.381
H 4.835 -3.245 -0.422
H 1.339 2.291 -4.703
H -1.120 3.934 -2.906
H 3.714 1.157 4.085
H -4.989 0.623 0.304
H 3.071 3.096 -3.080
H -4.123 -3.660 -0.142
H -1.793 -3.244 -0.902
H 3.549 1.607 -3.892
H 5.142 -2.096 1.564
H -3.047 -0.767 3.410
H 4.482 -1.635 -0.881
H -4.082 -3.463 -1.885
H 3.390 -2.453 1.648
```



Entry 2:
ORCA calculation (the ωB97M-V functional and the def2-TZVPD basis) on 2 unconnected molecules or ions with the total composition C5H11O3 at a distorted geometry.

## Properties
- total charge = -1
- E (Ha) = -422.77166
- strongest force on any atom (eV/A) = 5.59
- energy above the lowest of the compared OMol25 structures with the same formula, charge and spin (eV) = 3.865
- HOMO-LUMO gap (Eh) = 0.2303
- LUMO level (eV) = 3.84

```
19
C5H11O3 (the ωB97M-V functional and the def2-TZVPD basis)
O 1.821 0.536 -2.071
O 0.525 -2.141 -0.781
O -0.220 2.816 -1.610
C -0.653 0.420 1.213
C -0.098 2.310 -0.492
C 0.261 -1.740 0.608
C -0.590 1.027 -0.211
C -0.993 -1.158 1.020
H 1.344 1.305 -2.132
H -1.548 0.937 1.669
H 0.193 -2.830 0.888
H -1.801 -1.247 0.336
H 0.502 2.860 0.250
H 0.171 0.482 1.947
H 1.345 -0.011 -1.421
H 1.150 -1.164 0.928
H -1.010 0.375 -0.856
H 0.898 -1.362 -1.280
H -1.299 -1.415 1.996
```



Entry 3:
ORCA calculation (the ωB97M-V functional and the def2-TZVPD basis) on 2 unconnected molecules or ions with the total composition C28H49F4N2O6S at a distorted geometry.

## Properties
- total charge = +1
- E (Ha) = -2453.93440
- strongest force on any atom (eV/A) = 8.74
- HOMO-LUMO gap (Eh) = 0.1528
- LUMO level (eV) = -5.55

```
90
C28H49F4N2O6S (the ωB97M-V functional and the def2-TZVPD basis)
S 5.001 3.026 0.566
F -0.124 4.306 -3.345
F 3.727 4.444 -3.671
F 1.457 4.064 -5.123
F 2.214 6.064 -2.783
O 6.223 3.399 1.493
O -2.615 -3.448 6.306
O -1.285 -2.908 3.614
O -3.654 -1.230 4.582
O 4.211 4.343 0.321
O 3.980 2.046 1.571
N 1.393 2.291 -3.488
N -4.527 0.488 -1.039
C -1.215 -3.276 6.102
C 4.531 0.543 -2.852
C -4.903 1.767 -1.763
C -5.134 0.484 0.375
C 3.451 -1.116 1.967
C 1.165 -0.970 -1.475
C 3.351 -0.537 -3.246
C -3.684 -0.674 -1.553
C 5.572 2.157 -0.992
C -3.541 -1.843 3.301
C -0.926 -2.374 4.895
C 2.452 4.605 -2.878
C -0.641 -0.606 -4.001
C -1.639 0.346 -3.115
C -5.948 1.889 0.634
C -2.678 -3.111 3.357
C 1.227 3.785 -3.656
C 0.913 -0.092 -4.092
C 1.147 1.442 -4.716
C 1.743 1.504 -2.419
C -3.109 -0.445 -3.075
C 4.826 0.682 -1.246
C 2.098 -0.682 1.114
C -3.005 -4.796 6.514
C -5.802 2.723 -0.774
C 1.852 -0.139 -2.709
C -3.419 0.170 4.572
C 2.203 -1.513 -0.331
H 0.147 1.867 -5.190
H 1.979 2.080 -1.409
H 1.164 -1.169 1.673
H 3.265 -2.147 2.535
H -2.412 -5.494 5.912
H -1.351 -1.378 5.029
H 4.379 1.615 -3.347
H 0.499 -1.882 -1.798
H 3.021 2.354 1.407
H 0.159 -2.224 4.854
H -0.705 -4.237 5.964
H -4.434 -1.600 -1.623
H -6.212 3.780 -1.097
H -1.073 -0.621 -5.113
H -2.930 -1.536 -3.525
H -4.555 -2.119 2.989
H -6.521 2.261 1.600
H 6.753 2.022 -0.888
H -2.915 -5.046 7.576
H -0.811 -2.811 7.000
H 1.318 -0.740 -5.010
H -1.328 0.494 -1.997
H -3.039 0.456 5.555
H -2.671 0.463 3.827
H 4.373 -1.334 1.245
H 1.987 0.473 0.953
H -2.725 -3.582 2.368
H 3.417 -0.664 -4.431
H 5.417 2.896 -1.905
H 3.322 -1.592 -0.663
H -3.090 -3.847 4.048
H -4.559 1.938 -2.871
H 1.867 -2.625 -0.056
H 1.999 1.442 -5.551
H 2.661 4.169 -1.789
H -4.047 -4.898 6.214
H 0.437 -0.201 -0.923
H -4.359 0.700 4.393
H -3.915 0.056 -3.764
H -3.130 -1.155 2.551
H -1.827 1.418 -3.563
H 3.637 -1.615 -2.820
H -5.026 -0.405 1.136
H 5.416 -0.210 -0.767
H 3.796 0.752 -0.687
H 5.531 0.121 -3.346
H 3.761 -0.320 2.772
H -0.684 -1.741 -3.648
H -2.871 -0.967 -0.758
```



Entry 4:
ORCA calculation (the ωB97M-V functional and the def2-TZVPD basis) on a molecular structure, C39H40Cl2FGeN4O9S2V at a distorted geometry.

## Properties
- total charge = -1
- E (Ha) = -7243.96070
- strongest force on any atom (eV/A) = 5.39
- energy above the lowest of the compared OMol25 structures with the same formula, charge and spin (eV) = 3.173
- spin multiplicity = 2
- HOMO-LUMO gap (spin up / spin down) (Eh) = 0.2317 / 0.2396
- LUMO level (spin up / spin down) (eV) = 1.41 / 1.60

```
99
C39H40Cl2FGeN4O9S2V (the ωB97M-V functional and the def2-TZVPD basis)
Ge -0.834 -0.738 0.484
V 1.520 2.325 -0.079
Cl 5.517 -2.823 -3.318
Cl -5.995 2.578 -1.447
S 0.845 1.764 -2.468
S 0.624 3.830 -4.566
F -2.076 2.498 5.498
O -1.178 4.652 0.972
O 7.009 1.479 -2.555
O 0.012 2.948 0.250
O 1.477 4.196 -2.069
O 7.457 -0.548 -3.307
O -3.559 5.459 1.163
O -5.545 4.739 0.525
O 5.206 2.574 -1.117
O 3.133 2.155 -0.483
N -3.448 1.726 -1.518
N 3.662 -1.593 -1.820
N -2.227 1.975 -1.042
N 3.343 -0.422 -1.265
C -3.022 -4.699 2.135
C 4.260 1.805 -1.025
C 1.576 -3.550 3.078
C 1.405 -2.467 -1.881
C -0.557 3.878 4.320
C -4.813 -0.956 -3.687
C -0.428 1.477 4.148
C 1.241 -4.880 2.403
C 5.380 -0.260 -2.246
C 2.259 2.969 1.969
C -1.022 2.621 4.649
C 4.874 -1.530 -2.429
C -2.773 -0.112 -4.634
C -2.341 3.010 -0.231
C 0.514 3.993 3.447
C -4.345 4.603 0.542
C 6.701 0.211 -2.747
C 0.514 -3.521 -1.742
C -3.602 0.785 -2.573
C -2.523 -0.869 1.687
C 0.654 1.605 3.296
C 4.354 0.400 -1.506
C -3.860 -0.974 -4.695
C 0.522 -2.468 2.799
C -4.687 -0.081 -2.619
C 1.804 5.535 -2.437
C -1.127 3.583 0.381
C -2.895 -3.376 1.386
C 1.003 3.359 -3.025
C 2.335 -5.005 -1.251
C 3.233 -3.960 -1.388
C -3.694 3.465 -0.170
C -4.358 2.599 -1.011
C 0.564 -1.984 1.351
C 2.764 -2.693 -1.715
C 1.144 2.865 2.903
C 0.977 -4.792 -1.439
C -2.637 0.768 -3.574
C -2.961 -2.180 2.338
H -3.694 -3.291 0.643
H -0.545 -3.347 -1.881
H -2.592 5.206 1.126
H -3.955 -1.655 -5.530
H 2.317 5.972 -1.583
H 0.901 6.100 -2.667
H 1.293 -4.793 1.317
H -2.191 -4.815 2.833
H 1.658 -3.709 4.158
H 1.939 -5.660 2.709
H 2.648 3.971 1.795
H 1.053 -1.476 -2.124
H -2.334 -2.388 3.207
H -3.331 -0.509 1.039
H 0.544 -2.856 0.682
H 2.700 -5.988 -0.985
H 1.524 -1.490 1.156
H -5.419 -0.078 -1.824
H 1.131 0.717 2.895
H 6.327 1.980 -2.022
H 4.288 -4.123 -1.224
H -2.385 -0.097 2.456
H -1.943 -3.348 0.842
H 1.300 0.947 0.426
H 0.884 4.979 3.195
H 3.032 2.215 2.101
H -1.788 1.435 -3.508
H 0.231 -5.199 2.671
H -2.027 -0.115 -5.417
H -0.458 -2.888 3.032
H -3.949 -4.726 2.710
H 2.453 5.535 -3.311
H -3.990 -2.081 2.705
H -1.034 4.752 4.743
H -0.821 0.505 4.420
H 0.695 -1.626 3.475
H 2.549 -3.200 2.720
H 0.282 -5.618 -1.355
H -5.657 -1.631 -3.729
H -3.017 -5.552 1.455
```



Entry 5:
ORCA calculation (the ωB97M-V functional and the def2-TZVPD basis) on a molecular structure, C29H27BBrCl6F16KMgN6O7PS3V at a distorted geometry.

## Properties
- E (Ha) = -12212.77953
- strongest force on any atom (eV/A) = 11.58
- HOMO-LUMO gap (Eh) = 0.0487
- LUMO level (eV) = -7.55

```
100
C29H27BBrCl6F16KMgN6O7PS3V (the ωB97M-V functional and the def2-TZVPD basis)
Br 7.026 -1.404 -0.957
V -3.474 -8.242 -0.424
K -3.474 -1.570 1.970
Cl -0.152 5.859 4.274
Cl -0.094 5.503 1.384
Cl 0.940 -6.948 4.105
Cl 0.143 8.171 2.528
Cl -0.647 -0.255 -2.631
Cl 1.201 -9.478 1.820
S 1.641 6.501 -2.950
S 2.314 9.037 -2.703
S 1.608 -1.370 4.182
P -8.574 0.912 2.866
Mg 1.926 -4.779 4.473
F -8.133 0.508 4.304
F -1.146 -2.403 -7.155
F 1.381 10.554 -4.683
F 2.883 11.544 -3.442
F -7.143 1.501 3.053
F 0.068 -2.152 -5.130
F -1.424 -0.447 -5.838
F 0.940 4.219 -4.157
F -10.024 1.061 3.414
F -9.044 2.338 2.447
F 2.280 5.486 -5.329
F -8.210 0.656 1.372
F 0.179 6.024 -5.125
F 3.483 10.017 -4.886
F -8.889 -0.591 2.602
F 0.608 -0.809 -7.011
O 3.627 8.930 -2.062
O -3.895 -7.639 1.171
O 0.425 6.441 -2.136
O -3.053 -8.845 -2.020
O 2.486 1.512 -4.485
O 2.805 5.830 -2.365
O 1.246 9.539 -1.834
N -3.913 1.046 1.847
N 2.855 -1.290 2.914
N 1.920 7.869 -3.700
N 5.453 -1.294 1.222
N 0.262 -1.085 3.078
N -1.325 -4.920 -1.252
C -0.589 6.568 2.711
C 3.721 3.797 0.009
C 3.866 2.740 -1.254
C 0.899 -8.699 4.434
C 2.116 -0.673 -1.268
C 1.805 -9.481 3.496
C 4.707 -1.051 -0.071
C -2.524 0.644 1.492
C -0.316 -0.666 0.316
C -4.513 -1.114 0.129
C 1.246 5.519 -4.436
C -1.950 -0.503 0.532
C 0.838 3.865 -0.135
C 2.273 4.328 0.574
C 2.564 1.111 -3.194
C 2.524 10.336 -3.965
C -4.814 0.125 1.100
C -1.070 -5.511 -0.168
C -1.682 -4.277 2.497
C 2.818 -0.488 -2.775
C -0.762 -6.224 1.139
C 3.077 -0.947 0.073
C 0.681 -0.940 1.630
C -1.750 -5.775 2.218
C -2.977 -1.517 -0.220
C 0.984 2.804 -1.397
C 0.453 -0.544 -1.144
C 2.314 -1.070 1.518
C 2.448 2.221 -1.948
B -0.474 -1.453 -6.283
H -1.952 -3.688 1.614
H -1.690 1.334 2.002
H 2.213 5.051 1.493
H -2.645 -2.379 -0.937
H -0.024 2.425 -1.911
H 5.466 -0.436 1.837
H -0.676 -3.982 2.815
H 0.266 -5.996 1.440
H -5.974 0.369 1.266
H -0.840 -7.305 0.985
H 1.229 -8.834 5.468
H -5.405 -1.722 -0.350
H 3.988 -0.701 -2.747
H -1.676 6.679 2.675
H -2.384 -4.007 3.293
H 2.823 -9.079 3.490
H 4.714 4.176 0.534
H 1.854 -10.526 3.814
H 4.927 2.376 -1.637
H -0.141 -9.033 4.363
H -0.225 4.240 0.251
H 4.992 -1.884 -0.866
H 5.089 -0.028 -0.542
H -1.539 -6.319 3.145
H -2.772 -6.034 1.917
H 5.079 -2.125 1.743
H 2.301 -1.240 -3.509
```



Entry 6:
ORCA calculation (the ωB97M-V functional and the def2-TZVPD basis) on a molecular structure, C2H5IN4P at a distorted geometry.

## Properties
- total charge = +1
- E (Ha) = -936.96258
- strongest force on any atom (eV/A) = 3.09
- energy above the lowest of the compared OMol25 structures with the same formula, charge and spin (eV) = 2.966
- HOMO-LUMO gap (Eh) = 0.2978
- LUMO level (eV) = -5.55

```
13
C2H5IN4P (the ωB97M-V functional and the def2-TZVPD basis)
I 2.889 1.153 0.481
P 0.817 -1.052 -1.079
N -1.048 0.747 0.893
N -2.051 0.510 -1.158
N 1.887 -0.703 0.167
N 2.266 -2.368 1.960
C -1.052 0.328 -0.341
C 2.096 -1.602 1.133
H -0.266 0.575 1.505
H 1.220 0.028 -1.892
H -2.899 0.989 -0.871
H -2.026 0.151 -2.098
H -1.833 1.245 1.300
```



Entry 7:
ORCA calculation (the ωB97M-V functional and the def2-TZVPD basis) on 15 unconnected molecules or ions with the total composition C4H28BO22 at a distorted geometry.

## Properties
- total charge = -1
- E (Ha) = -1849.70686
- strongest force on any atom (eV/A) = 1.19
- energy above the lowest of the compared OMol25 structures with the same formula, charge and spin (eV) = 1.085
- HOMO-LUMO gap (Eh) = 0.3779
- LUMO level (eV) = 2.13

```
55
C4H28BO22 (the ωB97M-V functional and the def2-TZVPD basis)
O 26.267 -26.244 -12.923
O 25.498 -17.190 -18.316
O 29.403 -15.621 -14.293
O 25.413 -21.590 -16.429
O 24.029 -19.066 -16.313
O 23.164 -22.773 -11.832
O 29.807 -22.476 -13.785
O 22.560 -23.280 -18.792
O 25.177 -23.766 -13.746
O 27.218 -20.441 -19.728
O 26.273 -18.384 -11.891
O 27.471 -24.160 -18.203
O 23.506 -22.637 -15.913
O 26.792 -20.038 -15.069
O 26.697 -22.408 -14.644
O 28.426 -17.226 -18.855
O 26.661 -15.680 -14.543
O 30.670 -22.637 -17.542
O 27.712 -18.111 -15.708
O 27.813 -21.434 -16.636
O 23.206 -20.348 -18.906
O 29.148 -19.949 -17.595
C 25.483 -22.943 -14.553
C 27.638 -19.295 -15.769
C 28.333 -20.229 -16.755
C 24.657 -22.385 -15.713
B 26.672 -21.362 -15.669
H 28.060 -24.910 -18.336
H 29.986 -21.955 -17.631
H 26.692 -18.090 -11.076
H 27.675 -20.769 -18.943
H 23.749 -20.966 -19.401
H 23.668 -18.170 -16.322
H 25.466 -17.586 -17.439
H 26.396 -16.831 -18.377
H 30.156 -23.209 -13.269
H 28.810 -17.441 -19.710
H 27.593 -23.913 -17.279
H 26.988 -18.771 -12.411
H 23.499 -19.532 -15.656
H 23.490 -23.063 -18.887
H 26.527 -16.633 -14.599
H 27.595 -15.588 -14.262
H 25.618 -25.521 -12.977
H 28.872 -22.687 -13.907
H 29.486 -15.947 -15.201
H 22.338 -22.966 -17.906
H 28.711 -17.944 -18.273
H 30.020 -14.882 -14.234
H 26.135 -26.747 -13.732
H 30.821 -22.942 -18.442
H 26.283 -20.466 -19.496
H 23.301 -21.879 -12.162
H 23.942 -23.262 -12.130
H 23.797 -19.980 -18.230
```



Entry 8:
ORCA calculation (the ωB97M-V functional and the def2-TZVPD basis) on C16H14N4S in the gas phase at a distorted geometry.

## Properties
- E (Ha) = -1235.27834
- strongest force on any atom (eV/A) = 3.75
- energy above the lowest of the compared OMol25 structures with the same formula, charge and spin (eV) = 1.828
- SMILES = c1ccc2c(=NNC3=NCCS3)c3ccccc3[nH]c2c1
- HOMO-LUMO gap (Eh) = 0.2735
- LUMO level (eV) = 0.12

```
35
C16H14N4S (the ωB97M-V functional and the def2-TZVPD basis)
S 0.246 4.562 -0.702
N 1.195 1.074 1.209
N -0.508 -2.532 0.220
N -0.910 2.212 -0.528
N 1.250 2.300 0.512
C -0.613 -2.042 -2.092
C -0.242 -1.332 -3.212
C -0.225 -1.697 -0.823
C 0.601 -0.221 -3.051
C -1.065 4.135 -1.882
C 0.323 -3.209 3.788
C -0.066 -3.410 2.448
C 0.819 -0.134 0.750
C 1.047 -0.956 3.161
C 0.164 2.860 -0.193
C 1.014 0.186 -1.769
C -1.853 3.054 -1.277
C 0.553 -0.540 -0.632
C 0.634 -1.145 1.818
C 0.840 -1.952 4.141
C 0.077 -2.382 1.478
H 1.713 1.034 -1.737
H -2.398 2.488 -2.046
H 0.221 -3.959 4.583
H -0.533 -4.318 2.171
H -2.565 3.507 -0.594
H 1.933 2.983 0.807
H 1.191 -1.730 5.148
H 1.523 -0.032 3.453
H 0.983 0.341 -3.933
H -1.161 -3.258 0.101
H -1.721 5.010 -2.091
H -1.187 -2.934 -2.194
H -0.682 3.776 -2.845
H -0.594 -1.738 -4.183
```